This record from OMol25 describes a 2-piece molecular cluster, C16H31BClINO11P3 overall in a non-equilibrium geometry. The level of theory is ωB97M-V/def2-TZVPD.

Values from the calculation:
SMILES string: OB(O)C[C@H](O[C@](I)(COCP(O)Cl)c1ccccn1)P(O)O.CCOP(=O)(OCC)OCC
Highest occupied orbital energy, eV: -9.04
Total energy, eV: -90279.14115
Frontier orbital gap, Eh: 0.3417

Geometry (Å):
O -0.624 -0.053 1.134
B -1.953 0.185 1.459
O -2.162 0.759 2.684
C -3.148 -0.223 0.473
C -3.690 0.869 -0.468
O -2.908 1.157 -1.619
C -2.635 0.167 -2.557
I -0.723 -0.850 -2.241
C -2.428 0.913 -3.892
O -1.496 1.963 -3.670
C -0.400 1.999 -4.563
P 0.173 3.715 -4.915
O -0.304 4.510 -3.575
Cl -1.132 4.325 -6.399
C -3.781 -0.840 -2.735
C -5.007 -0.332 -3.146
C -6.085 -1.189 -3.291
C -5.859 -2.529 -3.012
C -4.591 -2.928 -2.644
N -3.537 -2.125 -2.493
P -3.785 2.470 0.476
O -2.323 3.113 0.193
O -4.774 3.263 -0.582
H -0.557 -1.008 1.019
H -3.049 0.579 3.009
H -3.996 -0.521 1.103
H -2.857 -1.127 -0.068
H -4.739 0.654 -0.695
H -2.043 0.186 -4.607
H -3.355 1.393 -4.208
H -0.618 1.536 -5.529
H 0.458 1.523 -4.073
H 0.452 4.986 -3.217
H -5.115 0.728 -3.330
H -7.068 -0.848 -3.585
H -6.654 -3.258 -3.082
H -4.414 -3.982 -2.455
H -2.126 3.148 -0.759
H -5.257 3.951 -0.113
C 2.118 -2.129 4.650
C 3.575 -2.540 4.749
O 4.238 -2.500 3.486
P 4.573 -1.078 2.812
O 5.306 -0.224 3.758
O 5.639 -1.570 1.708
C 6.983 -1.092 1.711
C 7.892 -1.993 2.523
O 3.389 -0.953 1.750
C 2.430 0.134 1.759
C 3.049 1.482 2.061
H 2.028 -1.060 4.437
H 1.596 -2.325 5.587
H 1.620 -2.672 3.846
H 4.105 -1.911 5.469
H 3.647 -3.570 5.096
H 7.026 -0.065 2.074
H 7.306 -1.077 0.669
H 7.460 -2.215 3.498
H 8.866 -1.525 2.669
H 8.042 -2.944 2.008
H 1.632 -0.091 2.465
H 1.978 0.152 0.770
H 3.492 1.506 3.059
H 2.286 2.259 2.014
H 3.837 1.718 1.344

Forces on the atoms, in the same order (eV/Å):
-0.479 -0.176 0.531
0.395 0.198 -0.136
-0.036 -0.455 0.019
0.166 -0.254 0.541
0.236 0.342 0.560
-0.133 -0.385 0.023
-0.526 0.085 -0.792
0.009 0.032 0.159
0.681 0.322 0.728
-0.119 -0.155 -0.531
-0.425 0.498 0.537
1.143 0.008 -0.315
-0.339 -0.258 0.040
-0.341 -0.065 0.317
0.922 0.263 0.243
-0.373 0.141 -0.076
0.329 -0.298 0.233
-0.305 0.200 -0.161
0.274 -0.739 0.156
-0.907 0.294 -0.186
-0.351 0.221 0.539
-0.122 -0.040 -0.248
0.091 -0.139 -0.129
0.376 0.088 -0.591
-0.159 0.527 -0.077
-0.070 0.033 -0.087
-0.124 0.095 -0.228
0.129 -0.146 -0.455
-0.270 0.093 -0.251
-0.121 -0.271 -0.107
0.113 -0.149 0.039
0.075 -0.145 -0.253
-0.046 0.179 -0.049
-0.029 0.018 0.070
0.046 0.135 -0.042
0.024 -0.032 -0.024
0.078 0.034 0.039
0.175 -0.163 0.017
-0.023 0.054 -0.046
0.032 0.146 -0.144
-0.163 -0.096 0.316
-0.336 0.427 0.054
2.746 -3.312 -1.449
-1.709 1.296 0.109
-0.276 0.117 -0.080
0.300 0.008 0.078
-0.002 -0.187 -0.043
-0.381 1.628 1.169
-0.273 0.289 -0.049
0.207 -0.026 0.153
-0.015 -0.009 0.050
0.030 -0.006 0.015
0.002 -0.054 0.033
0.047 0.032 -0.076
0.072 -0.026 -0.110
-0.110 -0.033 0.128
-0.100 -0.050 -0.027
-0.011 0.158 0.037
-0.005 0.007 -0.012
-0.004 -0.003 0.010
0.041 -0.072 0.011
0.079 -0.207 -0.034
-0.038 0.016 -0.045
-0.058 -0.048 -0.071
-0.035 0.016 -0.029